{
  "formula": "C29H51NOP2Si4W",
  "method": "ωB97M-V/def2-TZVPD",
  "total_charge": 2,
  "homo_ev": [-13.24, -13.35],
  "lumo_energy_ev": [-8.40, -8.27],
  "spin_multiplicity": 3,
  "s_squared": 2.088,
  "symbols": ["C", "C", "C", "C", "C", "C", "C", "C", "C", "C", "C", "C", "C", "H", "H", "H", "H", "H", "H", "H", "N", "W", "C", "H", "H", "C", "H", "H", "P", "P", "C", "H", "H", "H", "C", "H", "H", "H", "C", "H", "H", "H", "C", "H", "H", "H", "C", "O", "H", "C", "Si", "C", "C", "Si", "Si", "C", "C", "C", "Si", "C", "C", "C", "H", "H", "H", "H", "H", "H", "H", "H", "H", "H", "H", "H", "H", "H", "H", "H", "H", "H", "H", "H", "H", "H", "H", "H", "H", "H", "H"],
  "coordinates": [[-1.5478, 3.1504, -3.6118], [-1.3419, 1.8639, -3.1057], [-0.0182, 1.4283, -2.9632], [1.1081, 2.2783, -3.0662], [0.8510, 3.5641, -3.6163], [-0.4501, 3.9736, -3.9069], [2.3509, 1.6956, -2.6147], [2.5589, 0.3362, -3.0510], [1.4102, -0.4936, -3.0351], [1.4025, -1.8684, -3.2758], [2.6040, -2.4552, -3.6613], [3.7482, -1.6618, -3.7974], [3.7424, -0.3044, -3.5104], [-2.5782, 3.4800, -3.7777], [1.6845, 4.2136, -3.8335], [-0.6583, 4.9704, -4.3161], [3.1969, 2.3505, -2.7430], [2.6230, -3.5298, -3.8472], [4.6685, -2.1559, -4.0913], [4.6448, 0.2966, -3.6358], [0.2222, 0.1121, -2.5060], [0.1034, -0.0612, -0.5663], [-2.4415, 0.9673, -2.6081], [-2.4432, -0.0130, -3.1102], [-3.4152, 1.4616, -2.7422], [0.1592, -2.6370, -2.9310], [-0.7344, -2.2549, -3.4521], [0.2961, -3.7003, -3.1733], [-2.1834, 0.7005, -0.7569], [-0.0935, -2.4420, -1.0846], [1.2449, -3.5246, -0.4896], [1.0282, -3.8476, 0.5322], [1.3470, -4.4128, -1.1311], [2.2003, -2.9855, -0.4613], [-1.6045, -3.4318, -0.8390], [-1.4731, -4.4392, -1.2696], [-1.8211, -3.5185, 0.2312], [-2.4545, -2.9361, -1.3276], [-2.4483, 2.4107, -0.1437], [-3.3659, 2.8261, -0.5986], [-2.5526, 2.4084, 0.9512], [-1.5952, 3.0483, -0.4292], [-3.7384, -0.1627, -0.3702], [-3.8533, -0.2813, 0.7165], [-4.5749, 0.4449, -0.7628], [-3.7476, -1.1464, -0.8668], [1.9865, -0.0918, -0.0200], [3.0676, -0.6591, 0.2896], [1.8815, 1.0847, -1.1514], [-3.4048, 0.4358, 3.1982], [-2.2365, -1.0587, 3.1921], [-2.3024, -1.5996, 5.0152], [-3.0513, -2.5005, 2.2985], [-0.1797, -0.5409, 2.0011], [0.3492, 1.4505, 3.2586], [0.3055, 1.2575, 5.1369], [2.0558, 2.0615, 2.7422], [-0.8224, 2.8998, 2.9256], [1.2541, -1.8930, 3.4989], [0.8085, -2.2350, 5.3303], [1.5619, -3.6552, 2.8951], [2.9643, -1.0962, 3.6257], [-4.4189, 0.0641, 3.4257], [-3.4499, 0.9908, 2.2542], [-3.1334, 1.1463, 3.9933], [-3.3601, -1.5519, 5.3366], [-1.9783, -2.6432, 5.1441], [-1.7258, -0.9710, 5.7075], [-3.2343, -2.3147, 1.2336], [-2.4516, -3.4188, 2.3866], [-4.0270, -2.7037, 2.7713], [1.1301, 0.6584, 5.5415], [0.4022, 2.2682, 5.5670], [-0.6370, 0.8402, 5.5139], [2.2731, 1.8675, 1.6775], [2.0813, 3.1550, 2.9022], [2.8696, 1.6229, 3.3384], [-0.7363, 3.2563, 1.8861], [-1.8805, 2.6834, 3.1403], [-0.5159, 3.7298, 3.5912], [0.0352, -3.0096, 5.4167], [1.7112, -2.6297, 5.8264], [0.4790, -1.3616, 5.9032], [2.3242, -3.6797, 2.1050], [1.9360, -4.2780, 3.7243], [0.6504, -4.1368, 2.5199], [3.3269, -0.7405, 2.6515], [3.0132, -0.2625, 4.3392], [3.6719, -1.8665, 3.9760]],
  "atomic_forces_ev_per_a": [[0.03, -0.66, 0.32], [0.05, 0.45, -0.15], [-0.04, -0.42, 0.39], [-1.49, 0.09, -0.49], [-0.05, -0.21, 0.37], [0.14, 0.09, 0.12], [-0.05, -0.53, -1.46], [-0.23, -1.30, -1.02], [-0.86, 0.72, 0.87], [0.45, -0.16, 0.05], [-0.76, 0.21, 0.22], [0.27, 0.23, 0.08], [0.10, 0.39, 0.40], [0.44, 0.05, 0.01], [0.07, 0.18, 0.06], [0.35, -0.50, 0.11], [0.45, 0.17, 0.94], [0.17, 0.29, -0.02], [-0.04, 0.26, -0.10], [-0.17, -0.28, 0.08], [1.31, 0.82, -2.34], [-1.42, -0.25, 2.29], [0.09, 0.20, 0.16], [-0.05, 0.27, 0.16], [0.21, -0.29, 0.02], [-0.01, 0.29, 0.05], [0.31, -0.11, 0.14], [-0.20, 0.27, 0.19], [-2.48, 1.02, -1.14], [0.36, -1.82, -1.23], [0.24, 0.16, 0.41], [-0.02, 0.08, -0.26], [-0.19, 0.34, 0.11], [-0.23, -0.13, -0.09], [-0.24, 0.30, 0.34], [0.11, 0.46, 0.10], [0.04, -0.04, -0.28], [0.20, -0.20, 0.10], [0.05, 0.04, 0.09], [0.36, -0.25, 0.16], [0.09, 0.04, -0.45], [-0.31, -0.20, 0.15], [-0.12, -0.12, 0.24], [-0.04, -0.07, -0.50], [0.38, -0.26, 0.18], [-0.05, 0.36, 0.26], [8.86, -5.56, 3.14], [-6.74, 4.67, -2.30], [0.32, 0.68, -0.30], [-0.11, -0.01, -0.10], [-0.93, 0.24, 0.27], [0.39, -0.09, 0.03], [-0.20, -0.18, -0.22], [-0.03, -0.81, 0.88], [0.25, 1.31, 0.45], [0.02, -0.34, 0.06], [0.28, 0.09, -0.10], [-0.16, 0.00, -0.23], [1.14, -0.30, 0.74], [-0.55, 0.25, -0.16], [-0.02, -0.17, -0.40], [0.20, 0.07, -0.28], [0.28, 0.15, -0.07], [-0.04, -0.03, 0.27], [-0.06, -0.25, -0.20], [0.34, 0.08, -0.34], [-0.11, 0.39, -0.02], [-0.21, -0.26, -0.22], [0.02, -0.06, 0.26], [-0.12, 0.20, 0.04], [0.29, 0.05, -0.10], [-0.19, 0.12, -0.15], [-0.02, -0.19, -0.27], [0.20, 0.12, -0.11], [-0.04, 0.16, 0.40], [-0.01, -0.38, -0.07], [-0.29, 0.14, -0.27], [-0.01, -0.04, 0.38], [0.40, 0.10, -0.09], [-0.06, -0.37, -0.27], [0.25, 0.20, 0.01], [-0.12, 0.17, -0.41], [0.07, -0.27, -0.11], [-0.16, -0.02, 0.18], [-0.14, 0.35, -0.17], [0.11, -0.04, 0.09], [0.00, -0.06, 0.34], [-0.07, -0.25, -0.17], [-0.26, 0.19, -0.06]]
}

{
  "formula": "H22O11",
  "method": "ωB97M-V/def2-TZVPD",
  "homo_ev": -9.99,
  "lumo_energy_ev": -0.39,
  "spin_multiplicity": 1,
  "smiles": "O.O.O.O.O.O.O.O.O.O.O",
  "symbols": ["O", "H", "H", "O", "H", "H", "O", "H", "H", "O", "H", "H", "O", "H", "H", "O", "H", "H", "O", "H", "H", "O", "H", "H", "O", "H", "H", "O", "H", "H", "O", "H", "H"],
  "coordinates": [[1.6806, -0.9475, 2.6146], [1.3246, -1.6805, 2.1186], [2.5356, -1.2715, 2.8196], [-1.7904, -0.6615, 2.5766], [-2.0104, 0.1335, 2.1456], [-1.0364, -0.4035, 3.1736], [-0.6184, 2.5815, 0.2086], [-1.1624, 2.8355, 0.9586], [-1.3304, 2.4455, -0.4494], [-0.2754, -0.7015, 0.2456], [-0.8374, -0.7095, 1.0306], [-0.2484, 0.2745, 0.0066], [-0.2614, -3.8165, -0.8344], [-0.5494, -2.8695, -0.7884], [0.2076, -3.8095, -1.6604], [1.3976, 1.5455, -1.5264], [1.6236, 1.5345, -0.5924], [0.6536, 2.1875, -1.6554], [0.9676, -0.6675, -3.1164], [0.8766, 0.1325, -2.5474], [1.7176, -0.4635, -3.6514], [2.0106, -1.7605, -0.5884], [1.0986, -1.4755, -0.4214], [1.8596, -1.5165, -1.5214], [-2.6774, 1.5615, 1.5716], [-3.0684, 1.5625, 0.7056], [-3.3954, 1.6915, 2.2186], [-1.5394, 0.6725, -2.0414], [-2.1324, 0.0105, -1.8064], [-1.2354, 0.5525, -2.9104], [2.2886, 1.2415, 0.9846], [1.7476, 1.5395, 1.6706], [2.1786, 0.2535, 1.0616]],
  "atomic_forces_ev_per_a": [[-1.03, 0.41, 0.00], [-0.55, -0.34, -0.54], [1.51, -0.24, 0.55], [1.97, -1.67, 2.04], [-0.77, 1.88, -0.79], [-1.02, -0.59, -0.77], [-0.84, 0.07, -0.66], [0.26, 0.06, 0.50], [0.83, -0.10, -0.08], [-0.43, 1.99, -0.62], [-0.09, -0.53, 0.42], [0.15, -1.54, 0.11], [-0.99, 1.36, 0.36], [0.29, -1.15, 0.27], [0.57, -0.24, -0.56], [-1.41, 0.80, -1.78], [0.27, 0.13, 0.91], [1.24, -0.82, 0.55], [-1.08, 0.12, 0.65], [0.40, -0.30, 0.05], [0.84, 0.17, -0.65], [-0.54, 0.49, -1.05], [-0.06, -0.25, 1.51], [1.27, -0.33, -0.38], [-0.47, 0.58, 1.03], [-0.50, -0.06, -0.55], [0.26, -0.07, -0.50], [0.74, 2.75, 1.48], [-1.37, -2.03, 0.29], [0.48, -0.63, -1.80], [1.12, -1.94, -1.59], [-1.32, 0.92, 1.75], [0.28, 1.09, -0.15]]
}

Total energy in eV, matching the order above: -86336.2094; -22880.0165